Computed, not measured: 2 unconnected molecules or ions with the total composition C2H8N2O at a distorted geometry, with ωB97M-V/def2-TZVPD.

Last column: natural (NBO) charge in e.
Positions of all 13 atoms, in Å:
O1 3.7004 2.7524 2.9724  -0.49
N1 -2.6961 -2.1049 -2.7002  -0.88
N2 -1.4768 -1.7446 -0.6334  -0.85
C1 3.7941 3.3873 1.9675  0.29
C2 -2.7730 -1.8585 -1.2679  -0.05
H1 -3.2650 -0.8857 -1.2130  0.17
H2 -2.9177 -3.0118 -3.0663  0.37
H3 -3.3892 -2.6707 -0.8769  0.16
H4 -1.0743 -2.6355 -0.3774  0.36
H5 3.9942 2.9667 0.9639  0.10
H6 3.6657 4.4923 1.9082  0.10
H7 -1.5675 -1.1624 0.1881  0.36
H8 -1.9383 -1.6453 -3.1751  0.37

Values from the calculation:
SMILES: C=O.NCN
HOMO energy: -0.3238 hartree
HOMO-LUMO gap: 9.7 eV
relative energy (zero: lowest compared OMol25 entry of this formula, charge and spin): 215.4 kJ/mol
E_LUMO: 0.93 eV
calculated total energy: -7230.096 eV